1.
The following is a quantum chemistry calculation of a 2-piece molecular cluster, C4H15N2O overall at a distorted geometry, from the Open Molecules 2025 dataset.

Geometry as XYZ:
```
22
Properties=species:S:1:pos:R:3:forces:R:3
O 2.917 2.146 -1.736 -0.5161 -0.2704 0.1560
N -0.605 0.752 -0.745 -1.0918 1.2968 0.3656
N -1.164 -2.660 0.902 -1.0221 0.7906 1.1262
C 0.542 -1.157 0.363 0.2372 1.2895 -0.5136
C -1.366 2.032 -0.609 -2.4267 0.4090 -1.2051
C 0.090 -2.036 1.512 -1.5486 -3.3083 -2.4588
C -0.143 0.216 0.552 1.8111 0.1261 1.4331
H 3.647 1.846 -2.286 0.0764 0.2009 0.0178
H -0.822 2.803 -0.079 0.3824 -0.0888 -0.2622
H 3.057 3.076 -1.543 0.2536 0.0127 -0.1335
H -2.365 1.940 -0.150 0.7372 -0.6988 0.5835
H 0.232 -1.455 -0.687 0.2646 -0.6580 1.5011
H -0.137 -1.534 2.437 -0.0956 0.3422 0.1412
H 0.729 -2.906 1.710 0.5412 0.7579 0.1721
H -1.743 2.324 -1.623 1.1552 0.1460 0.5940
H 1.629 -1.101 0.324 0.0676 0.4905 0.0515
H 0.486 0.925 1.140 0.0609 -0.1075 -1.2342
H -1.221 0.023 -1.124 0.1374 0.2047 -0.2272
H 0.096 1.008 -1.447 0.6111 -0.7533 0.3480
H -0.976 0.190 1.248 -0.7275 -0.5484 -0.6170
H -1.864 -2.992 1.566 0.4363 0.2246 0.0762
H -1.019 -3.440 0.273 0.6562 0.1420 0.0852
```
Positions in Å, forces in eV/Å.

Output
* spin multiplicity: 1
* maximum force: 0.086 hartree/bohr
* charge: +1
* orbital gap: 9.731 eV
* energy above the lowest of the compared OMol25 structures with the same formula, charge and spin: 1.8297 eV
* HOMO: -12.625 eV
* LUMO energy: -2.89 eV

=====

2.
The following is a quantum chemistry calculation of an isolated ion of composition C5H12N and charge +1 at a distorted geometry, from the Open Molecules 2025 dataset.

Geometry as XYZ:
```
18
Properties=species:S:1:pos:R:3:forces:R:3
N -1.109 -1.635 -0.221 0.2891 -0.5872 -0.1476
C 1.213 -0.755 -0.433 1.4141 -0.7569 -0.1752
C 0.100 -1.491 -1.166 -0.8729 -0.0764 -0.2422
C 0.155 1.493 0.074 1.7039 0.8883 1.4539
C -0.448 2.457 1.086 -0.1859 -1.1323 -0.1849
C 0.792 0.380 0.470 -0.1638 -0.5055 -0.4141
H 1.991 -0.498 -1.160 -0.3248 0.3168 -0.2265
H -0.659 3.413 0.620 -0.3045 0.0260 0.2863
H 0.328 -2.500 -1.503 0.3808 0.1092 0.0986
H -0.288 -0.957 -2.032 0.1220 0.1946 0.0937
H -1.313 -2.585 0.094 0.5848 -0.1127 0.0796
H 0.408 1.932 -0.894 -1.0082 -0.7136 -0.4431
H -0.850 -1.054 0.589 -0.8105 0.2525 -0.0769
H 0.139 2.570 1.990 0.6496 0.2450 -0.0781
H -1.978 -1.379 -0.685 0.0215 0.7279 0.2440
H 1.079 0.175 1.506 -0.8733 0.2851 0.0595
H -1.324 1.941 1.508 -0.3170 0.6547 -0.4608
H 1.761 -1.506 0.158 -0.3050 0.1845 0.1337
```
Positions in Å, forces in eV/Å.

Output
* spin multiplicity: 1
* maximum force: 0.047 hartree/bohr
* SMILES: C/C=C/CC[NH3+]
* charge: +1
* orbital gap: 9.807 eV
* energy above the lowest of the compared OMol25 structures with the same formula, charge and spin: 1.6488 eV
* HOMO: -13.371 eV
* LUMO energy: -3.56 eV

=====

3.
The following is a quantum chemistry calculation of an isolated ion of composition C4H9NO2 and charge -2 at a distorted geometry, from the Open Molecules 2025 dataset.

Geometry as XYZ:
```
16
Properties=species:S:1:pos:R:3:forces:R:3
O -3.017 -0.156 1.533 1.4973 0.6032 0.6000
O 2.169 0.311 -2.037 -1.3814 -1.6222 1.2562
N 1.435 0.544 0.703 -0.0833 1.2719 -1.0338
C 1.097 -0.561 -1.529 0.4882 2.7063 -2.2597
C -0.845 -0.379 0.341 -0.5984 -2.2009 2.2277
C 0.351 0.196 -0.316 2.7370 -2.1636 0.5975
C -1.781 0.497 1.368 -2.3335 -0.9857 -3.6364
H -1.157 0.600 2.249 0.0877 0.6626 0.5352
H 0.411 -0.682 -2.431 -0.3270 0.2111 0.9116
H -1.427 -0.742 -0.498 -0.8957 -0.0593 0.0226
H 2.091 1.065 0.088 -0.1504 -0.5728 0.4542
H 1.991 -0.263 1.040 -0.9180 0.1922 -0.7319
H 1.410 -1.601 -1.421 0.3845 -0.3886 1.1136
H -0.034 1.025 -0.853 0.2918 1.6855 -0.0818
H -2.070 1.517 0.775 1.3784 -1.2289 1.3245
H -0.623 -1.371 0.987 -0.1774 1.8893 -1.2995
```
Positions in Å, forces in eV/Å.

Output
* spin multiplicity: 1
* maximum force: 0.086 hartree/bohr
* SMILES: N[C@@H](C[O-])CC[O-]
* charge: -2
* orbital gap: 6.477 eV
* energy above the lowest of the compared OMol25 structures with the same formula, charge and spin: 1.4155 eV
* HOMO: 0.878 eV
* LUMO energy: 7.35 eV

=====

4.
The following is a quantum chemistry calculation of a 8-piece molecular cluster, C26H33Br6F3N2O4 overall at a distorted geometry, from the Open Molecules 2025 dataset.

Geometry as XYZ:
```
74
Properties=species:S:1:pos:R:3:forces:R:3
Br 3.779 4.442 3.769 -0.5681 -0.8199 -0.4891
Br 4.329 -5.745 -2.067 -0.1294 -0.0827 0.3548
Br 3.489 0.960 0.671 -0.0623 0.1339 0.1763
Br 0.488 -3.373 -1.359 0.0977 -0.2938 0.2669
Br 1.570 -0.132 -2.346 0.3118 -0.4294 -0.6273
Br 5.431 0.852 -4.533 -0.1932 -0.1272 0.3856
F 2.773 3.658 -3.023 0.2761 -0.1648 0.6975
F 4.180 -2.027 5.889 0.0286 0.1136 0.1370
F -8.886 1.234 -2.767 -0.1388 -0.1071 -0.1076
O -4.456 -3.823 0.650 -0.0981 0.0134 -0.3218
O -0.155 1.613 1.577 0.3380 0.0754 -0.2036
O -0.764 -0.351 2.158 0.0897 -0.7189 0.2204
O -4.138 -4.785 2.551 0.1596 0.0837 -0.1976
N -0.535 0.487 1.323 -1.0842 0.9910 -0.0603
N -3.799 -4.058 1.638 -0.1681 0.3944 0.4519
C 4.092 2.144 2.089 0.3808 -0.0843 1.0288
C -7.270 -0.467 -2.562 -0.4840 -0.2086 0.1664
C 0.815 -1.031 5.170 -0.8156 -0.6163 0.5230
C -1.290 3.034 -2.920 -0.1883 -0.2397 1.0306
C 3.027 3.132 2.469 -0.3530 0.7481 -1.1135
C 2.383 -3.777 -1.620 0.1407 -0.9363 0.5398
C -0.895 0.181 -0.096 1.0333 -0.4602 0.0899
C -6.018 -0.893 -2.118 -0.0464 0.8997 -0.1916
C 0.751 3.470 -1.665 1.1026 -0.6829 -1.0672
C 2.940 -0.311 -3.742 0.8529 0.7198 0.3011
C 1.460 3.435 -2.887 -1.6643 0.4890 0.0146
C -2.468 -3.411 1.748 1.0810 -0.8511 -0.5157
C 1.882 -1.875 5.434 0.5221 0.9328 -0.0688
C -0.599 3.068 -4.105 -0.5993 0.0336 0.0644
C -7.655 0.842 -2.405 0.9439 0.9553 0.2480
C 0.767 3.263 -4.079 0.6834 -0.1299 -0.3885
C 2.751 -5.170 -1.076 -0.9460 0.0321 -0.3803
C 4.250 0.189 -3.116 -0.1323 -0.1890 0.0603
C 3.276 0.113 5.492 -0.1352 -0.0673 0.6847
C 0.918 0.359 5.078 -0.4117 -1.3232 0.1542
C 2.161 0.907 5.232 0.6199 0.5933 -0.7255
C 3.103 -1.250 5.641 0.1329 -0.1594 -0.5851
C -5.116 0.072 -1.652 0.0140 0.1981 0.0767
C -5.491 1.418 -1.542 -0.5482 -0.9120 -0.3095
C -0.607 3.216 -1.726 0.0491 0.0075 0.5264
C -6.773 1.801 -1.906 0.1503 0.0587 0.1097
H 4.082 0.954 -2.363 0.0130 0.4408 -0.4702
H -2.164 -3.376 2.787 -0.1974 0.2969 0.0044
H -1.931 0.427 -0.308 -0.0436 0.0646 0.3434
H 0.014 0.926 4.914 0.1469 0.2160 -0.1571
H 2.906 -5.302 -0.009 0.3804 0.5659 -0.0105
H -1.221 2.957 -4.984 0.6146 -0.0839 -0.4041
H 2.504 -3.855 -2.694 0.0702 0.5150 -0.0260
H -5.806 -1.951 -2.171 0.3714 0.0398 -0.0036
H -4.823 2.175 -1.154 0.1802 -0.0965 -0.0258
H -7.013 2.849 -1.786 -0.4985 -0.1024 -0.1618
H -0.686 -0.881 -0.198 -0.2182 -0.0020 -0.2509
H 4.786 -0.592 -2.578 -0.0026 -0.1861 -0.3178
H 5.019 2.615 1.774 -0.1578 0.0812 -0.2498
H 1.362 3.235 -4.984 -0.0764 0.1512 -0.0644
H 3.086 -1.315 -4.131 -0.4996 -0.1707 0.3215
H -1.088 3.118 -0.759 -0.3246 0.1139 -0.1366
H -1.792 -4.099 1.231 -0.0487 -0.1740 0.2009
H -4.094 -0.160 -1.382 -0.0910 -0.4330 0.0735
H 4.322 1.566 2.986 0.0226 -0.4065 -0.3205
H -0.222 0.767 -0.714 -0.2000 0.0938 -0.0200
H 2.295 1.957 4.993 0.1136 0.1110 0.5337
H -0.151 -1.524 5.150 -0.1241 0.2843 -0.3833
H 2.718 3.705 1.593 0.3240 0.2941 0.1452
H -2.342 2.779 -2.884 -0.0460 0.2053 -0.1474
H 1.810 -2.951 5.454 -0.1292 -0.0097 0.1524
H -8.012 -1.118 -3.008 0.1793 -0.2986 0.1408
H -2.353 -2.502 1.169 -0.6870 0.2772 0.3690
H 1.238 3.480 -0.699 0.1944 0.3053 -0.0793
H 4.236 0.558 5.718 0.0972 -0.0398 -0.2747
H 2.973 -3.002 -1.142 -0.0718 0.2023 -0.2797
H 2.092 2.661 2.772 0.2941 -0.0137 0.7687
H 1.919 -5.838 -1.300 0.3056 -0.1896 -0.3580
H 2.636 0.332 -4.562 -0.1328 0.0783 0.1323
```
Positions in Å, forces in eV/Å.

Output
* spin multiplicity: 1
* maximum force: 0.034 hartree/bohr
* SMILES: C[N+](=O)[O-].C[N+](=O)[O-].Fc1ccccc1.Fc1ccccc1.Fc1ccccc1.BrCCBr.BrCCBr.BrCCBr
* charge: 0
* orbital gap: 9.134 eV
* HOMO: -9.378 eV
* LUMO energy: -0.24 eV

=====

5.
The following is a quantum chemistry calculation of C5H7NO2 as an isolated structure at a distorted geometry, from the Open Molecules 2025 dataset.

Geometry as XYZ:
```
15
Properties=species:S:1:pos:R:3:forces:R:3
O 2.161 -1.243 -0.358 -3.4479 4.7393 0.3781
O 0.172 -0.589 1.906 4.2108 0.6576 -1.7621
N 1.013 1.582 0.124 -1.6474 0.6294 -1.4517
C -0.388 -0.552 0.564 0.8926 -0.7967 2.2837
C 0.665 -0.938 -0.619 0.7463 -2.4447 0.6987
C 0.103 0.410 -0.350 4.3343 4.2620 -1.7957
C -1.803 -0.495 0.289 -7.3580 -0.1920 -1.5235
C -3.009 -0.238 -0.146 3.6971 -2.6568 -1.4792
H 0.843 1.774 1.144 -0.0763 -0.2329 -1.4957
H 2.423 -0.198 -0.273 -0.3298 -3.4568 -0.3066
H 0.762 2.504 -0.474 0.6850 -3.0085 2.0677
H -3.970 -0.471 -1.095 3.4858 1.0281 3.9960
H 0.097 -1.671 -1.271 1.5317 1.2400 0.1937
H -0.472 0.653 -1.206 -0.9633 0.8294 -0.0957
H 1.403 -0.527 1.765 -5.7610 -0.5974 0.2922
```
Positions in Å, forces in eV/Å.

Output
* spin multiplicity: 1
* maximum force: 0.146 hartree/bohr
* charge: 0
* orbital gap: 8.917 eV
* energy above the lowest of the compared OMol25 structures with the same formula, charge and spin: 8.6236 eV
* HOMO: -8.934 eV
* LUMO energy: -0.02 eV

=====

6.
The following is a quantum chemistry calculation of C7H12O4Yb as an isolated structure at a distorted geometry, from the Open Molecules 2025 dataset.

Geometry as XYZ:
```
24
Properties=species:S:1:pos:R:3:forces:R:3
Yb 3.306 0.731 -1.121 -0.3170 0.5066 -0.4887
O -5.431 -0.316 -1.665 0.9551 0.0697 0.3285
O 3.841 -0.207 0.917 -0.1675 -0.0043 -0.1394
O -4.914 0.497 0.365 0.8553 -0.0528 0.1848
O -3.318 0.041 -1.162 2.3846 -0.1788 -0.3863
C 0.159 0.519 0.107 -0.7450 3.8111 0.3931
C 2.807 -1.208 1.167 -0.4994 0.9323 0.8923
C -4.650 0.068 -0.773 -2.9081 0.1434 -0.0089
C 0.823 1.748 0.058 -1.0263 -2.1162 0.5462
C -0.963 0.224 -0.855 0.8958 -0.3696 -0.5892
C 2.049 -1.417 -0.126 1.3393 -4.1209 -0.7100
C -2.330 0.360 -0.200 -1.0972 0.0437 0.2874
H 3.323 -2.112 1.525 -0.3603 0.1951 -0.5064
H 4.215 0.154 1.725 0.0080 -0.1047 0.2321
H 2.185 -0.845 1.998 -0.0910 -0.0145 -0.3080
H 1.240 -1.541 -0.860 -0.7309 2.1747 0.8960
H 0.107 0.043 1.094 0.6040 -0.5135 -0.5223
H -0.850 -0.799 -1.248 -0.2370 0.0444 0.0671
H -2.476 1.387 0.168 0.0768 -0.1906 0.0221
H 2.285 -2.474 -0.349 0.7386 -0.0254 0.0722
H -2.408 -0.316 0.666 0.0095 0.1669 -0.0621
H 1.423 2.050 0.925 -0.1928 0.0693 -0.3005
H 0.465 2.521 -0.630 0.5504 -0.3581 -0.1258
H -0.891 0.892 -1.726 -0.0449 -0.1080 0.2258
```
Positions in Å, forces in eV/Å.

Output
* spin multiplicity: 3
* maximum force: 0.085 hartree/bohr
* charge: 0
* orbital gap (spin up / spin down): 4.877 / 2.290 eV
* HOMO (spin up / spin down): -6.241 / -6.227 eV
* LUMO energy (spin up / spin down): -1.36 / -3.94 eV